No. 1
Computed, not measured: a 2-piece molecular cluster, CH6NO overall in a non-equilibrium geometry, with ωB97M-V with the def2-TZVPD basis set.

Structure (ORCA input):
```
! wB97M-V def2-TZVPD RIJCOSX def2/J DEFGRID3
* xyz 1 1
C -0.24 -0.47 0.73
N 0.51 0.48 1.14
O -0.24 -0.14 -1.68
H 0.26 -1.30 0.35
H -1.30 -0.45 1.06
H 0.35 1.43 1.53
H 1.51 0.18 1.14
H -0.55 0.78 -1.67
H -0.31 -0.50 -2.59
*
```

The calculation puts the HOMO energy at -0.6054 Eh. The value obtained for the strongest force on any atom is 3.23 eV/Å. For the molar mass, the calculation gives 48.1 g/mol. The value obtained for the total energy is -4663.9790 eV. As for the relative energy (zero: lowest compared OMol25 entry of this formula, charge and spin): 0.787 eV. Its LUMO energy is -5.2 eV.

These are the natural (NBO) partial charges, in e, on atoms 1 to 5:
1. C 0.19
2. N -0.62
3. O -0.97
4. H 0.24
5. H 0.25

***

No. 2
Computed, not measured: a 2-piece molecular cluster, CH6NO overall in a non-equilibrium geometry, with ωB97M-V with the def2-TZVPD basis set.

Structure (ORCA input):
```
! wB97M-V def2-TZVPD RIJCOSX def2/J DEFGRID3
* xyz 2 2
N -1.22 -1.43 -1.11
H -0.59 -0.78 -1.58
H -1.32 -2.30 -1.67
H -0.66 -1.78 -0.32
H -2.18 -1.21 -0.83
O 0.48 0.61 0.35
C 1.12 1.32 1.10
H 1.37 0.86 2.06
H 1.50 2.31 0.75
*
```

The calculation puts the HOMO energy (spin up / spin down) at -0.9263 / -1.0111 Eh. The value obtained for the strongest force on any atom is 2.41 eV/Å. For the molar mass, the calculation gives 48.1 g/mol. The value obtained for the total energy is -4649.5525 eV. As for the relative energy (zero: lowest compared OMol25 entry of this formula, charge and spin): 0.000 eV. Its LUMO energy (spin up / spin down) is -11.7 / -15.2 eV.

These are the natural (NBO) partial charges, in e, on atoms 1 to 5:
1. N -0.88
2. H 0.46
3. H 0.48
4. H 0.45
5. H 0.48

***

No. 3
Computed, not measured: a 2-piece molecular cluster, CH6NO2 overall in a non-equilibrium geometry, with ωB97M-V with the def2-TZVPD basis set.

Structure (ORCA input):
```
! wB97M-V def2-TZVPD RIJCOSX def2/J DEFGRID3
* xyz 1 1
O 1.23 1.34 1.14
H 1.32 1.48 2.10
H 0.93 2.06 0.68
H 0.50 0.15 0.70
C -1.06 -0.68 -0.52
N -0.26 -0.46 -1.53
O -0.33 -0.65 0.68
H -2.08 -0.93 -0.46
H 0.75 -0.46 -1.25
H -0.43 -0.47 -2.52
*
```

The calculation puts the HOMO energy at -0.6129 Eh. The value obtained for the strongest force on any atom is 7.55 eV/Å. For the molar mass, the calculation gives 64.1 g/mol. The value obtained for the total energy is -6711.6418 eV. As for the relative energy (zero: lowest compared OMol25 entry of this formula, charge and spin): 1.509 eV. Its LUMO energy is -4.8 eV.

These are the natural (NBO) partial charges, in e, on atoms 1 to 5:
1. O -0.91
2. H 0.54
3. H 0.50
4. H 0.52
5. C 0.57

***

No. 4
Computed, not measured: a 2-piece molecular cluster, CH6NO2 overall in a non-equilibrium geometry, with ωB97M-V with the def2-TZVPD basis set.

Structure (ORCA input):
```
! wB97M-V def2-TZVPD RIJCOSX def2/J DEFGRID3
* xyz 1 1
N -1.56 1.16 -1.43
H -1.25 1.96 -0.86
H -1.17 1.36 -2.35
H -2.57 1.09 -1.29
H -1.12 0.38 -0.92
O 0.32 -0.70 0.52
C 1.23 -0.92 1.27
O 2.38 -1.49 0.95
H 1.03 -0.93 2.36
H 2.71 -1.91 1.76
*
```

The calculation puts the HOMO energy at -0.5387 Eh. The value obtained for the strongest force on any atom is 2.57 eV/Å. For the molar mass, the calculation gives 64.1 g/mol. The value obtained for the total energy is -6712.5501 eV. As for the relative energy (zero: lowest compared OMol25 entry of this formula, charge and spin): 0.601 eV. Its LUMO energy is -4.1 eV.

These are the natural (NBO) partial charges, in e, on atoms 1 to 5:
1. N -0.88
2. H 0.45
3. H 0.47
4. H 0.46
5. H 0.49

***

No. 5
Computed, not measured: one molecule with the formula CH6NO3P in a non-equilibrium geometry, with ωB97M-V with the def2-TZVPD basis set.

Structure (ORCA input):
```
! wB97M-V def2-TZVPD RIJCOSX def2/J DEFGRID3
* xyz 0 1
C -0.95 0.28 0.78
O -0.93 -0.21 -0.55
P 0.74 -0.44 -1.00
N 1.76 0.69 -0.60
O 0.34 -0.83 -2.44
O 1.09 -1.75 -0.17
H 0.18 0.61 1.02
H -1.13 -0.31 1.65
H -1.54 1.22 0.63
H 1.52 1.61 -0.99
H -0.55 -1.19 -2.24
H 1.79 -1.52 0.40
*
```

The calculation puts the HOMO energy at -0.3628 Eh. The value obtained for the strongest force on any atom is 4.26 eV/Å. For the molar mass, the calculation gives 111.0 g/mol. The value obtained for the total energy is -18056.5042 eV. As for the relative energy (zero: lowest compared OMol25 entry of this formula, charge and spin): 0.000 eV. Its LUMO energy is 0.6 eV.

These are the natural (NBO) partial charges, in e, on atoms 1 to 5:
1. C -0.30
2. O -0.83
3. P 2.37
4. N -1.33
5. O -0.96

***

No. 6
Computed, not measured: an isolated ion of composition CH6NO3S and charge +1 in a non-equilibrium geometry, with ωB97M-V with the def2-TZVPD basis set.

Structure (ORCA input):
```
! wB97M-V def2-TZVPD RIJCOSX def2/J DEFGRID3
* xyz 1 1
C 0.71 -0.34 0.01
N -0.28 -1.31 -0.43
O -1.00 1.73 1.36
O -0.32 2.91 1.66
O -1.37 -0.70 1.69
S -0.35 0.30 1.87
H 1.54 -0.80 0.59
H 0.89 0.51 -0.50
H -0.84 -1.02 -1.22
H 0.35 -2.02 -0.64
H -0.63 3.21 2.52
H -1.04 -1.61 0.30
*
```

The calculation puts the HOMO energy at -0.5287 Eh. The value obtained for the strongest force on any atom is 6.44 eV/Å. For the molar mass, the calculation gives 112.1 g/mol. The value obtained for the total energy is -19589.9880 eV. As for the relative energy (zero: lowest compared OMol25 entry of this formula, charge and spin): 0.551 eV. Its LUMO energy is -4.2 eV.

These are the natural (NBO) partial charges, in e, on atoms 1 to 5:
1. C -0.37
2. N -0.71
3. O -0.45
4. O -0.38
5. O -0.90

***

No. 7
Computed, not measured: one molecule with the formula CH6NOPS2 in a non-equilibrium geometry, with ωB97M-V with the def2-TZVPD basis set.

Structure (ORCA input):
```
! wB97M-V def2-TZVPD RIJCOSX def2/J DEFGRID3
* xyz 0 1
C -1.37 -1.67 0.41
S -1.46 -0.22 -0.75
P 0.43 0.45 -0.14
N 0.22 2.02 0.41
O 1.32 0.66 -1.84
S 1.63 -0.57 1.09
H -2.35 -1.85 0.70
H -0.45 -1.48 1.15
H -1.20 -2.54 -0.18
H 0.08 2.74 -0.30
H 0.93 2.25 1.09
H 2.21 0.21 -1.65
*
```

The calculation puts the HOMO energy at -0.3433 Eh. The value obtained for the strongest force on any atom is 4.06 eV/Å. For the molar mass, the calculation gives 143.2 g/mol. The value obtained for the total energy is -35631.9584 eV. As for the relative energy (zero: lowest compared OMol25 entry of this formula, charge and spin): 0.987 eV. Its LUMO energy is 0.3 eV.

These are the natural (NBO) partial charges, in e, on atoms 1 to 5:
1. C -0.72
2. S -0.03
3. P 1.42
4. N -1.18
5. O -0.97

***

No. 8
Computed, not measured: a 2-piece molecular cluster, CH6NOS overall in a non-equilibrium geometry, with ωB97M-V with the def2-TZVPD basis set.

Structure (ORCA input):
```
! wB97M-V def2-TZVPD RIJCOSX def2/J DEFGRID3
* xyz -1 1
S 2.27 -0.03 0.32
H 2.78 -0.28 -0.78
N -2.59 0.35 -0.84
C -1.41 -0.51 -0.31
O -0.61 0.23 0.59
H -2.25 1.30 -1.00
H -3.20 0.51 0.05
H -0.72 -0.98 -1.13
H -1.87 -1.31 0.01
H 0.40 0.04 0.70
*
```

The calculation puts the HOMO energy at -0.1133 Eh. The value obtained for the strongest force on any atom is 5.95 eV/Å. For the molar mass, the calculation gives 80.1 g/mol. The value obtained for the total energy is -15507.1592 eV. As for the relative energy (zero: lowest compared OMol25 entry of this formula, charge and spin): 1.337 eV. Its LUMO energy is 4.3 eV.

These are the natural (NBO) partial charges, in e, on atoms 1 to 5:
1. S -0.95
2. H 0.08
3. N -0.87
4. C 0.12
5. O -0.82

***

No. 9
Computed, not measured: a 2-piece molecular cluster, CH6NOSi overall in a non-equilibrium geometry, with ωB97M-V with the def2-TZVPD basis set.

Structure (ORCA input):
```
! wB97M-V def2-TZVPD RIJCOSX def2/J DEFGRID3
* xyz -1 1
C -2.46 0.58 0.56
N 2.94 0.20 -0.13
O -1.25 -1.90 -0.60
Si -1.53 -0.38 -0.60
H -2.26 1.63 0.69
H 2.86 -0.80 -0.51
H -2.41 0.06 1.49
H 1.92 0.34 0.21
H -1.32 0.21 -1.86
H 3.50 0.06 0.74
*
```

The calculation puts the HOMO energy at -0.1067 Eh. The value obtained for the strongest force on any atom is 2.65 eV/Å. For the molar mass, the calculation gives 76.2 g/mol. The value obtained for the total energy is -12549.6956 eV. As for the relative energy (zero: lowest compared OMol25 entry of this formula, charge and spin): 0.716 eV. Its LUMO energy is 3.9 eV.

These are the natural (NBO) partial charges, in e, on atoms 1 to 5:
1. C -1.40
2. N -1.08
3. O -1.29
4. Si 1.63
5. H 0.19

***

No. 10
Computed, not measured: a 3-piece molecular cluster, CH6NPS overall in a non-equilibrium geometry, with ωB97M-V with the def2-TZVPD basis set.

Structure (ORCA input):
```
! wB97M-V def2-TZVPD RIJCOSX def2/J DEFGRID3
* xyz 0 1
C 1.62 -1.05 -0.99
N -1.28 -0.80 -0.17
P 1.50 0.57 -0.58
S -0.64 0.83 -0.19
H 2.57 -1.49 -1.08
H 0.75 -1.81 -0.91
H -2.31 -0.68 -0.07
H -0.80 -1.42 0.49
H -0.84 2.67 1.43
H -0.57 3.17 2.06
*
```

The calculation puts the HOMO energy at -0.3065 Eh. The value obtained for the strongest force on any atom is 2.90 eV/Å. For the molar mass, the calculation gives 95.1 g/mol. The value obtained for the total energy is -22745.8331 eV. As for the relative energy (zero: lowest compared OMol25 entry of this formula, charge and spin): 2.946 eV. Its LUMO energy is 0.2 eV.

These are the natural (NBO) partial charges, in e, on atoms 1 to 5:
1. C -0.90
2. N -0.99
3. P 0.59
4. S 0.09
5. H 0.22